Entry 1:
14
Properties=species:S:1:pos:R:3:nbo_charge:R:1 method="wB97M-V/def2-TZVPD" lumo_ha=0.0414 smiles="C/C=C(/C)N" total_energy_ev=-5782.700 relative_energy_ev=1.112 homo_energy_ev=-7.7949
C 0.0713 -1.3048 -1.5595 -0.634
C 0.6664 -0.2234 -0.7409 -0.255
C -0.0580 0.3190 0.3080 0.173
C 0.5163 1.3337 1.2733 -0.673
N -1.4132 -0.1008 0.5828 -0.871
H 0.9870 -1.8720 -1.8095 0.212
H -0.4683 -1.0425 -2.4362 0.214
H -0.5876 -1.8249 -0.9607 0.199
H 1.6521 0.1318 -1.0413 0.201
H 0.3929 2.4950 1.1245 0.218
H 0.2520 1.2710 2.3586 0.221
H 1.6183 1.2246 1.1220 0.230
H -1.7005 -1.0274 0.6813 0.385
H -1.9286 0.6208 1.0976 0.379

Entry 2:
56
Properties=species:S:1:pos:R:3:nbo_charge:R:1 method="wB97M-V/def2-TZVPD" lumo_ha=0.0230 smiles="O=C(CSc1ccccc1C(=O)N1CCCCC1)NCC1CCCCC1" total_energy_ev=-40176.434 relative_energy_ev=0.111 homo_energy_ev=-8.5535
O 1.2195 2.6489 -2.4346 -0.637
C 0.5427 2.3675 -1.4669 0.659
C 0.8970 2.8506 -0.0646 -0.613
S 2.2054 1.8304 0.7018 0.228
C 1.6373 0.1548 0.4725 -0.073
C 2.4905 -0.7288 -0.1747 -0.240
C 2.1401 -2.0589 -0.3163 -0.199
C 0.9238 -2.5095 0.1690 -0.208
C 0.0704 -1.6315 0.8138 -0.188
C 0.4297 -0.3028 0.9957 -0.171
C -0.5273 0.6045 1.7064 0.692
O -1.5087 1.0643 1.1259 -0.669
N -0.2648 0.8664 2.9916 -0.418
C 0.8518 0.3016 3.7249 -0.216
C 1.2312 1.2309 4.8717 -0.412
C 0.0849 1.3534 5.8824 -0.402
C -1.2719 1.2118 5.1811 -0.412
C -1.1814 1.7057 3.7449 -0.224
N -0.5846 1.6397 -1.5130 -0.634
C -1.1589 1.1714 -2.7519 -0.208
C -1.0168 -0.3447 -2.9379 -0.223
C 0.4278 -0.7208 -3.2636 -0.406
C 0.5663 -2.2260 -3.4633 -0.395
C -0.3577 -2.7035 -4.5789 -0.395
C -1.8029 -2.3368 -4.2581 -0.391
C -1.9404 -0.8308 -4.0555 -0.396
H 0.0285 2.8858 0.5899 0.229
H 1.3576 3.8359 -0.1331 0.255
H 3.4265 -0.3578 -0.5624 0.234
H 2.8107 -2.7391 -0.8187 0.222
H 0.6406 -3.5447 0.0514 0.220
H -0.8802 -1.9738 1.1969 0.221
H 1.7023 0.1790 3.0520 0.228
H 0.5811 -0.6878 4.1170 0.188
H 2.1285 0.8495 5.3587 0.222
H 1.4754 2.2081 4.4529 0.210
H 0.1496 2.3210 6.3814 0.208
H 0.1769 0.5827 6.6488 0.206
H -1.5839 0.1658 5.1706 0.203
H -2.0371 1.7782 5.7116 0.221
H -0.8358 2.7460 3.7231 0.192
H -2.1522 1.6608 3.2446 0.242
H -1.0835 1.4106 -0.6561 0.436
H -0.6475 1.6951 -3.5635 0.225
H -2.2194 1.4450 -2.7618 0.191
H -1.3076 -0.8339 -2.0002 0.194
H 1.0862 -0.3886 -2.4594 0.219
H 0.7337 -0.2029 -4.1750 0.201
H 1.6023 -2.4729 -3.7038 0.204
H 0.3063 -2.7385 -2.5343 0.191
H -0.2664 -3.7848 -4.7038 0.203
H -0.0646 -2.2315 -5.5191 0.193
H -2.1131 -2.8534 -3.3465 0.191
H -2.4599 -2.6626 -5.0674 0.205
H -2.9769 -0.5844 -3.8136 0.203
H -1.6811 -0.3145 -4.9826 0.196

Entry 3:
56
Properties=species:S:1:pos:R:3:nbo_charge:R:1 method="wB97M-V/def2-TZVPD" s_squared=2.04 multiplicity=3 charge=-2 lumo_ha="0.1779 / 0.1780" total_energy_ev=-154187.703 relative_energy_ev=0.915 homo_energy_ev="-0.0767 / -0.2185"
Co 0.0912 -0.1110 0.3960 0.669
C 4.6074 -1.9893 4.1534 -0.619
C 3.1567 -1.7597 3.7460 -0.061
O 3.0746 -1.7903 2.3478 -0.853
P 2.0582 -0.7704 1.4845 1.470
S 2.5227 -1.5101 -0.3087 -0.683
S 0.4401 -0.6106 2.6978 -0.690
O 2.8230 0.6691 1.8140 -0.843
C 4.1449 0.9051 1.4194 -0.055
C 4.8053 1.8448 2.4221 -0.619
H 4.6905 -2.1008 5.2330 0.184
H 5.2276 -1.1533 3.8322 0.197
H 4.9804 -2.8936 3.6762 0.201
H 2.7849 -0.8004 4.1256 0.186
H 2.5111 -2.5471 4.1592 0.163
H 4.1587 1.3639 0.4197 0.172
H 4.6983 -0.0437 1.3713 0.179
H 4.2692 2.7897 2.4417 0.204
H 5.8440 2.0245 2.1411 0.186
H 4.7703 1.4121 3.4194 0.198
C 0.2002 4.2884 -2.7210 -1.079
Ge 0.0397 2.2778 -2.3020 1.601
C 1.0924 1.4584 -3.8042 -1.082
C -1.8489 1.9197 -2.8550 -1.089
C 0.5789 1.6911 -0.5131 -1.470
H -0.1657 4.4825 -3.7272 0.193
H 1.2266 4.6470 -2.6630 0.201
H -0.3955 4.8811 -2.0285 0.203
H 0.6540 1.7036 -4.7689 0.196
H 1.0965 0.3800 -3.6937 0.232
H 2.1265 1.7918 -3.8094 0.207
H -2.1801 2.5992 -3.6398 0.196
H -2.5388 1.9947 -2.0202 0.227
H -1.9222 0.9086 -3.2422 0.217
H 0.3119 2.5047 0.1831 0.197
H 1.6787 1.6793 -0.5498 0.211
C -1.8208 -3.1111 0.8979 -1.079
Si -1.6556 -1.4728 -0.1899 0.770
C -1.5026 -2.3512 -1.9363 -1.080
C -3.5549 -1.0585 -0.2910 -0.368
C -4.4042 -1.1935 0.8060 -0.233
C -5.7520 -0.8952 0.7381 -0.224
C -6.3022 -0.4118 -0.4376 -0.271
C -5.4734 -0.2250 -1.5332 -0.252
C -4.1323 -0.5511 -1.4522 -0.164
H -2.6080 -3.7849 0.5559 0.183
H -2.0016 -2.8722 1.9437 0.204
H -0.8798 -3.6547 0.8573 0.217
H -2.1238 -3.2420 -2.0091 0.188
H -0.4725 -2.6379 -2.1245 0.220
H -1.7929 -1.6762 -2.7339 0.193
H -3.9955 -1.5604 1.7367 0.203
H -6.3874 -1.0309 1.6091 0.182
H -7.3594 -0.1747 -0.4926 0.182
H -5.8840 0.1737 -2.4555 0.186
H -3.5129 -0.4047 -2.3240 0.194

Entry 4:
82
Properties=species:S:1:pos:R:3:mulliken_charge:R:1 method="wB97M-V/def2-TZVPD" charge=+4 lumo_ha=-0.4974 total_energy_ev=-62228.228 relative_energy_ev=6.243 homo_energy_ev=-18.2838
W -1.2629 1.4521 -0.3755 0.641
O -2.5968 2.2773 -1.9794 -0.304
C -2.2585 3.6321 -2.4387 -0.654
C -2.0047 4.4423 -1.2020 -0.898
N -1.0393 3.7782 -0.2510 0.053
C 0.3927 4.0319 -0.6179 -0.838
C 1.4017 1.6287 -0.0334 1.267
O 2.4610 1.3316 -0.9404 -0.440
O 0.4013 0.6344 0.0872 -0.019
C -1.4655 4.1521 1.1289 -0.771
C -2.2778 2.9800 1.6956 0.405
O -2.3912 2.6687 2.8229 -0.443
O -2.7849 2.2416 0.6005 -0.569
H -3.5514 2.2025 -1.8125 0.259
H -3.1026 4.0407 -2.9930 0.558
H -1.4110 3.5243 -3.1056 0.297
H -2.9490 4.5558 -0.6735 0.532
H -1.6396 5.4428 -1.4431 0.490
H 0.9394 4.4355 0.2307 0.516
H 0.4698 4.7486 -1.4359 0.461
H -2.0956 5.0420 1.1154 0.597
H -0.6207 4.3439 1.7811 0.488
C 0.2052 -1.4721 -2.3911 -1.229
Sb -1.5908 -0.3795 -2.5756 1.079
C -1.4319 0.7014 -4.3801 -1.190
C -3.1329 -1.8601 -2.8584 -1.485
C -2.8351 -3.1331 -2.1347 0.831
C -2.2811 -4.1947 -2.8459 -0.775
C -2.0463 -5.4156 -2.2298 -0.741
C -2.3668 -5.5836 -0.8920 -0.777
C -2.9194 -4.5308 -0.1741 -0.511
C -3.1560 -3.3014 -0.7801 0.704
C -3.8017 -2.2023 0.0035 -1.505
Sb -2.4191 -0.8890 0.9924 0.722
C -3.5433 -0.3128 2.6940 -1.296
C -0.8152 -2.1054 1.6414 -1.223
H 0.3059 -2.0684 -3.2996 0.671
H 0.1536 -2.1428 -1.5359 0.310
H 1.0382 -0.7779 -2.3032 0.409
H -1.2107 -0.0458 -5.1449 0.623
H -0.6038 1.4021 -4.3096 0.281
H -2.3646 1.2026 -4.6258 0.389
H -3.0210 -1.9953 -3.9387 0.754
H -4.1159 -1.4265 -2.6872 0.603
H -2.0652 -4.0837 -3.9024 0.474
H -1.6398 -6.2389 -2.8009 0.464
H -2.2137 -6.5404 -0.4118 0.453
H -3.2112 -4.6881 0.8582 0.552
H -4.3791 -2.5969 0.8429 0.730
H -4.4897 -1.5892 -0.5779 0.558
H -3.6923 -1.2368 3.2546 0.531
H -4.5026 0.0753 2.3573 0.423
H -3.0284 0.4253 3.2994 0.446
H -0.4199 -1.7067 2.5747 0.466
H -0.0315 -2.1372 0.8882 0.239
H -1.1958 -3.1113 1.8142 0.601
N 0.6014 2.1328 2.1510 -0.202
C 1.8393 2.0840 1.3625 -0.955
C 3.0582 1.3628 1.9684 -1.512
C 3.1685 -0.1611 1.8857 0.062
C 4.4049 -0.6630 2.6731 -0.878
N 5.4685 -1.1598 1.8018 -0.186
C 6.3706 -2.0994 2.1303 0.738
N 6.3428 -2.6987 3.3148 -0.327
N 7.2867 -2.4569 1.2363 -0.370
C 0.9292 2.6716 -1.0531 0.441
O 2.1693 2.5670 -1.6964 -0.396
O -0.0826 2.0530 -1.8398 -0.985
H 0.6660 2.8256 2.8911 0.405
H 0.4300 1.2416 2.6065 0.236
H 2.1848 3.1137 1.2415 0.547
H 3.0842 1.6688 3.0181 0.566
H 3.9506 1.8050 1.5195 0.367
H 3.2493 -0.4838 0.8445 0.333
H 2.2789 -0.6457 2.2955 -0.036
H 4.1064 -1.4674 3.3426 0.457
H 4.7941 0.1489 3.2939 0.391
H 5.7198 -0.5820 1.0139 0.248
H 5.8308 -2.3184 4.0917 0.199
H 7.0012 -3.4318 3.5306 0.231
H 7.3043 -2.0695 0.3078 0.201
H 8.0504 -3.0655 1.4866 0.223

Entry 5:
12
Properties=species:S:1:pos:R:3:nbo_charge:R:1 method="wB97M-V/def2-TZVPD" lumo_ha=0.0372 smiles="[H]/N=C/N.C" total_energy_ev=-5183.475 relative_energy_ev=0.263 homo_energy_ev=-9.3048
H -0.0131 4.9876 -2.9638 0.339
N -0.5861 4.7026 -2.1674 -0.708
C -0.1535 3.6314 -1.6560 0.273
N -0.7975 3.0457 -0.5875 -0.827
H 0.7397 3.0857 -1.9592 0.141
H -0.3383 2.2175 -0.2388 0.380
H -1.7936 3.1400 -0.4403 0.402
C 0.6386 -4.9827 1.9397 -0.862
H 1.0245 -4.7347 0.9642 0.220
H 0.1150 -4.1275 2.3999 0.210
H -0.1465 -5.7393 1.9477 0.214
H 1.3109 -5.2263 2.7613 0.218